Computed, not measured: a structure of composition C70H60AsBiN3P2SSbSe2Si in a non-equilibrium geometry, with the ωB97M-V functional and the def2-TZVPD basis.

As for the highest occupied orbital energy: -6.54 eV. For the LUMO energy, the calculation gives -0.23 eV. Its energy is -319230.0979 eV. Its HOMO-LUMO gap is 6.31 eV. The net charge is 0. The molar mass is 1628.954 g/mol.

Positions of all 142 atoms, in Å:
H: 5.510 -0.836 -0.826
H: -4.928 -0.435 6.019
C: -2.950 1.986 3.711
H: -2.095 -5.756 1.554
H: 0.067 5.534 3.455
Sb: -1.755 3.247 2.417
C: -0.646 -4.198 1.339
C: -3.996 1.490 5.837
C: -0.708 -5.733 3.189
H: 3.109 -0.597 -0.347
C: 3.145 -4.022 -3.004
H: 1.860 3.807 -5.794
H: 1.811 -3.512 3.562
C: 5.011 -1.582 -0.220
H: -1.553 -7.579 -5.543
H: 2.828 -1.374 3.685
C: -1.832 4.604 -2.127
C: -0.913 5.833 3.810
C: 4.171 -4.939 -3.225
C: 0.715 3.113 -4.122
C: -0.931 -6.979 -4.891
C: -2.090 3.357 -2.705
H: 5.669 4.626 4.016
C: -3.282 5.464 3.978
C: 0.523 -2.254 -0.596
C: -2.289 7.401 5.003
H: -1.076 -3.855 0.407
C: -1.351 -6.700 -3.593
H: -0.166 7.605 4.764
C: -3.285 2.353 5.013
Se: 2.200 -5.793 -0.382
C: 0.622 2.191 -3.083
C: 2.591 3.259 3.702
C: -3.331 0.720 3.265
H: -0.852 -5.763 -1.730
C: 2.699 1.199 -3.808
C: 5.723 -2.644 0.319
C: 0.673 -5.454 -3.211
C: 5.075 -3.579 1.113
H: -0.049 3.871 -4.245
H: -5.232 5.939 -0.463
C: -2.029 5.052 3.525
N: -0.983 -1.805 -1.989
C: -5.260 3.864 -1.009
H: 5.624 -4.413 1.532
C: 4.167 1.624 4.459
C: -3.290 3.543 0.946
H: -3.578 -0.484 -2.604
H: 0.612 -6.714 -6.353
H: 2.028 -5.341 -4.875
C: 2.995 -2.414 0.808
H: -0.065 2.138 5.428
C: -3.075 3.228 -3.670
C: 2.795 2.131 -4.831
C: -4.042 -0.145 4.086
C: -3.555 5.588 -3.433
H: 6.783 -2.742 0.122
C: -1.672 -1.378 -3.134
C: 3.588 4.220 3.678
C: 0.968 -4.011 3.103
C: -3.027 -2.859 -5.008
C: -4.704 2.615 -0.781
C: 1.086 -5.725 -4.509
H: 3.654 2.129 -5.491
H: -2.298 -7.082 -3.236
H: 2.740 -1.024 5.420
H: 1.588 3.526 3.382
C: 1.792 3.079 -4.995
H: -5.032 1.761 -1.362
C: 1.609 1.222 -2.947
C: 0.475 -3.569 1.875
H: 0.798 -5.437 4.690
N: -0.310 -2.834 -2.520
H: -2.979 3.316 5.403
N: -0.547 -1.440 -0.817
H: -2.362 6.691 -2.013
H: 1.552 0.515 -2.126
H: -4.386 6.944 5.064
H: -4.748 -1.614 -4.488
C: 4.229 -2.456 -4.468
C: -0.899 -2.331 -3.986
C: 0.745 -3.095 -1.683
C: -4.378 0.239 5.376
C: -2.560 5.731 -2.473
C: 2.859 1.947 4.100
C: -3.410 6.632 4.715
H: -1.158 -6.580 3.691
Se: 1.848 1.812 0.473
C: -4.817 4.957 -0.277
C: 0.390 -5.094 3.748
C: -0.548 -5.952 -2.753
C: 2.171 -1.021 4.486
C: -1.725 -3.177 -4.852
H: -2.390 8.311 5.581
Bi: 0.127 0.565 1.800
H: -4.331 -1.122 3.716
H: -4.244 1.795 6.846
Si: 1.486 0.686 4.108
C: 5.173 2.582 4.436
H: -0.003 -1.926 -4.458
H: -3.275 1.478 0.326
H: -6.021 3.991 -1.769
H: 4.145 -5.897 -2.720
As: -0.785 2.267 -1.716
H: 6.049 -3.128 -5.377
H: -4.141 6.451 -3.725
H: -3.482 5.668 1.236
C: -1.041 7.005 4.548
H: -3.615 -3.439 -5.709
S: -0.468 4.420 -1.006
C: 0.283 -6.496 -5.346
C: 5.238 -3.377 -4.705
H: -0.620 0.464 5.422
C: 3.653 -1.456 0.033
H: 2.410 -2.037 -3.413
H: -4.164 4.875 3.752
C: -3.833 4.799 0.692
H: -3.272 2.280 -4.148
H: 0.737 0.948 6.456
C: 3.182 -2.773 -3.612
H: 6.013 -5.326 -4.245
P: 1.739 -4.579 -2.018
H: -4.578 4.278 -4.788
H: 1.342 -1.724 4.595
C: -3.065 -1.164 -3.273
H: 6.183 2.313 4.718
C: 3.714 -3.470 1.357
C: -3.707 -1.813 -4.276
C: -3.807 4.358 -4.031
H: 4.252 -1.486 -4.946
H: 3.363 5.228 3.352
C: 0.269 1.099 5.479
H: 3.481 0.465 -3.660
H: 4.411 0.610 4.758
P: 1.228 -2.105 1.079
H: -3.075 0.390 2.265
C: 5.216 -4.614 -4.074
C: -1.231 -5.273 1.991
H: -1.279 -4.014 -5.372
C: -3.720 2.457 0.187
C: 4.884 3.881 4.045
H: 3.219 -4.232 1.942

Mulliken population analysis, charges in e, atoms 1 to 6:
1. H 0.53
2. H 0.38
3. C 1.01
4. H 0.48
5. H 0.29
6. Sb 0.35